1.
Formula: C3H7N4O2
Source: the OMol25 dataset
Level of theory: wB97M-V/def2-TZVPD

Geometry as XYZ:
```
16
Properties=species:S:1:pos:R:3:forces:R:3
O 3.6893 1.1202 -0.1222 0.9 0.1 0.0
O 4.6528 -1.0036 -0.2058 1.9 0.0 0.1
N 0.3663 1.1075 -0.5594 0.5 0.3 -0.3
N 2.4386 -0.9451 -0.2565 -0.1 -0.7 0.4
N 3.5285 -0.5577 -0.2089 -1.2 0.2 0.0
N -0.0352 -1.0626 -1.0851 -0.1 -0.2 -0.3
C 0.7073 0.1029 -1.2716 -1.3 0.8 -0.1
C -0.6147 -0.9142 0.2459 -0.2 -0.1 0.3
C -0.5308 0.6157 0.4704 -0.2 -0.1 0.0
H 0.5076 -1.9078 -1.2093 0.1 0.2 0.1
H 1.3175 0.2107 -2.1502 0.3 -0.1 -0.1
H -1.6424 -1.2921 0.2608 0.1 0.0 0.1
H 2.7857 1.4412 -0.1905 -0.5 -0.2 0.0
H -0.1342 0.8688 1.4581 -0.1 0.0 0.0
H -1.5094 1.1005 0.3603 0.0 0.0 0.1
H -0.0196 -1.4468 0.9965 0.0 0.0 -0.1
```
Forces are in eV/Å.

Summary:
DFT total energy, eV: -13276.74065
Kohn-Sham gap, eV: 7.634
HOMO, eV: -3.684
Net charge: -1



2.
Formula: C2H3NOS3
Source: the OMol25 dataset
Level of theory: wB97M-V/def2-TZVPD

Geometry as XYZ:
```
10
Properties=species:S:1:pos:R:3:forces:R:3
S -0.5877 2.0636 4.1219 0.2 0.0 0.6
S 1.4722 2.1935 1.0869 0.9 -1.7 -1.2
S -0.7872 2.9978 2.5015 0.4 0.5 -0.1
O 0.8229 3.4570 1.7201 -1.1 1.3 1.1
N -1.0071 1.8178 1.4169 -1.2 -0.8 -1.0
C -0.0344 1.3308 0.7524 0.5 2.5 3.1
C 0.0018 0.2064 -0.0935 -2.2 -2.7 -2.3
H -0.4980 -0.8372 0.2254 1.7 2.4 -0.2
H -0.6808 0.5014 -0.9329 0.5 -0.3 0.3
H 0.9957 0.2593 -0.5120 0.3 -1.3 -0.3
```
Forces are in eV/Å.

Summary:
DFT total energy, eV: -38163.61252
Kohn-Sham gap, eV: 8.891
HOMO, eV: -9.081



3.
Formula: C4H2O6Tl
Source: the OMol25 dataset
Level of theory: wB97M-V/def2-TZVPD

Geometry as XYZ:
```
13
Properties=species:S:1:pos:R:3:forces:R:3
Tl -3.0375 2.9528 -2.4523 -0.6 1.1 -1.1
O 2.2069 -1.0433 0.1814 0.2 -0.7 -0.6
O -1.2848 1.7105 -1.5134 0.5 -0.4 0.3
O -1.1167 -0.5341 0.9532 2.4 -1.5 1.0
O -3.3418 1.4457 -0.6999 -0.2 -0.4 0.5
O 3.1014 0.7062 1.2637 -0.5 -0.5 -0.1
O 0.9510 0.1085 1.5824 -0.3 -0.1 0.6
C 0.0786 -0.7666 0.9878 -2.7 2.2 -1.7
C 0.9051 -1.6052 0.0487 0.0 -0.7 0.3
C -2.1271 1.2144 -0.7443 0.1 -0.1 0.1
C 2.1887 -0.0191 1.0246 0.9 0.9 0.5
H 0.5612 -1.5108 -0.9878 -0.1 0.0 0.3
H 0.9149 -2.6589 0.3560 0.1 0.2 -0.2
```
Forces are in eV/Å.

Summary:
DFT total energy, eV: -21157.50466
Kohn-Sham gap (alpha / beta), eV: 6.986 / 10.526
HOMO (alpha / beta), eV: -7.392 / -10.933
Multiplicity: 2



4.
Formula: C16H31MoNO3P2
Source: the OMol25 dataset
Level of theory: wB97M-V/def2-TZVPD

Geometry as XYZ:
```
54
Properties=species:S:1:pos:R:3:forces:R:3
Mo 0.0122 -0.5569 -1.1157 1.5 -1.7 -0.2
P -1.9284 0.0403 -0.0689 -1.9 0.2 -0.9
P 1.4599 -0.3975 0.6759 1.7 -0.5 -0.7
O 0.0561 3.4538 2.6205 1.7 -2.1 2.0
O 3.2059 3.2920 0.1058 -0.1 -0.3 -0.7
O 1.7085 2.8710 -1.5466 1.0 -0.3 0.3
N -0.2222 -2.2579 -1.4729 -0.5 1.3 -0.2
C -0.6833 -4.3484 -0.3501 -0.1 0.6 -0.8
C 0.3861 4.2644 1.6291 -1.3 3.4 -3.7
C -2.6702 1.1104 -1.3698 -0.7 0.1 0.5
C 2.8182 3.2907 -1.0912 -0.8 -0.2 0.2
C 2.4377 -0.4180 -0.9194 0.4 0.4 0.6
C -0.5320 -3.5891 -1.5463 -0.1 -1.3 0.4
C -1.2462 -5.4949 -2.8600 0.1 -0.1 0.4
C 2.2066 0.8877 1.6910 0.1 0.1 0.5
C -3.0779 -1.3793 0.0950 -0.2 0.2 0.1
C -1.4463 -6.2220 -1.6758 0.1 0.2 -0.1
C -2.1174 0.9814 1.4606 -0.2 0.2 0.5
C -0.7706 -4.1909 -2.8063 0.0 0.3 0.7
C 1.9328 -1.9921 1.4477 -0.1 -0.1 0.3
C 1.4634 5.2770 1.7274 0.2 0.3 0.0
C -0.3724 4.1362 0.3772 -0.4 -0.5 -0.9
C -1.1508 -5.6539 -0.4318 0.1 0.0 0.1
H 1.1785 6.1461 1.1069 0.1 -0.2 0.3
H -3.1057 -1.9843 -0.8177 0.1 0.3 0.1
H 3.0647 0.4899 2.2397 -0.1 -0.1 -0.1
H -4.0888 -1.0169 0.3154 0.1 -0.1 0.1
H -1.9615 1.8983 -1.6533 -0.2 -0.1 0.1
H -1.3551 3.6108 0.4986 0.7 0.4 0.1
H -2.2225 0.2802 2.3006 0.0 0.2 -0.2
H 3.5206 3.7230 -1.8358 0.0 0.0 0.0
H 3.0131 0.5140 -0.9959 -0.1 -0.3 -0.2
H 1.7827 -0.4367 -1.8771 0.7 0.2 0.0
H 2.5614 1.7428 1.0896 -0.3 0.0 -0.2
H -3.5875 1.5568 -0.9675 0.0 0.2 -0.3
H -1.4694 -5.9428 -3.8257 0.0 0.0 0.2
H -2.9125 0.5164 -2.2590 0.1 0.0 0.3
H -1.8302 -7.2365 -1.7184 0.1 0.1 0.0
H -3.0326 1.5939 1.3850 0.3 -0.3 0.1
H 1.6255 -2.8422 0.8207 0.1 0.4 0.1
H -0.6124 -3.5766 -3.6934 -0.1 -0.3 0.2
H 0.2327 3.5974 -0.4058 -0.6 0.4 0.5
H -0.5623 5.1385 -0.0005 -0.2 0.1 -0.4
H 1.4417 -2.0962 2.4280 0.2 0.1 -0.3
H -1.2757 1.6507 1.6869 -0.2 -0.2 -0.2
H 2.3976 4.8911 1.2832 -0.1 0.2 0.3
H 1.6198 5.6124 2.7663 0.1 -0.1 -0.3
H -1.2878 -6.2169 0.4986 0.0 0.1 -0.5
H 3.0786 -1.3085 -0.9804 -0.3 0.3 -0.1
H 1.0162 3.2270 2.5157 -0.5 -1.6 2.2
H 3.0250 -2.0163 1.5818 -0.3 0.0 0.1
H -2.7318 -2.0185 0.9140 -0.1 0.1 -0.1
H 1.4794 1.2452 2.4203 -0.1 -0.1 0.1
H -0.4713 -3.8462 0.6037 -0.1 -0.4 -0.4
```
Forces are in eV/Å.

Summary:
DFT total energy, eV: -45155.23549
Kohn-Sham gap (alpha / beta), eV: 4.798 / 6.925
HOMO (alpha / beta), eV: -5.417 / -7.706
Multiplicity: 3



5.
Formula: C39H27F3N8O2ReS
Source: the OMol25 dataset
Level of theory: wB97M-V/def2-TZVPD

Geometry as XYZ:
```
81
Properties=species:S:1:pos:R:3:forces:R:3
Re -0.9586 -0.7581 0.0057 0.0 0.0 -0.7
S -0.4140 2.3179 1.3841 0.1 0.0 -0.3
F 0.5981 0.7666 -9.1069 0.0 0.0 0.0
F 2.6519 1.1673 -8.5503 0.0 0.0 0.0
F 1.1820 2.7556 -8.4917 0.0 0.0 0.0
O -0.1446 3.3996 0.4918 0.0 0.0 0.0
O 0.6666 1.5825 1.9798 0.0 0.1 0.0
N -0.7329 -2.7433 -0.9046 0.1 -0.1 0.0
N 7.5547 -3.2218 1.9196 0.1 0.0 0.0
N 0.9129 -1.4978 0.5681 0.0 0.0 0.1
N -0.4762 -0.5891 4.9449 0.0 0.0 0.0
N -0.9009 -1.0947 2.2547 -0.1 0.2 0.0
N -0.0373 -4.6609 -2.7714 0.0 0.0 0.0
N -2.8407 0.1529 -0.5421 0.1 0.0 0.1
N -1.2540 1.1467 0.5367 -0.2 -0.1 0.4
C -2.6773 2.1840 2.9914 -0.1 0.0 0.0
C 2.7236 -1.5991 2.0811 0.0 0.1 0.0
C -1.9852 4.5453 4.2695 0.0 0.0 0.0
C -0.0446 0.1181 -2.9203 0.1 0.1 0.0
C -0.2632 1.3583 -6.3928 0.0 0.0 0.0
C -3.1354 3.8653 4.6697 0.0 0.0 -0.1
C 4.8963 -2.6096 1.3880 0.1 0.0 0.0
C 1.3805 1.4517 -8.2601 0.0 0.0 0.0
C -3.1492 2.5369 -0.4148 0.0 -0.1 0.0
C -4.2958 2.3831 -1.1761 0.0 0.0 0.0
C -4.0095 4.4064 5.7598 0.0 0.0 0.0
C -1.3056 -4.4197 -2.4709 -0.1 0.0 0.0
C 0.3462 -0.9463 2.7485 0.0 0.0 0.1
C 1.9830 0.5512 -5.9833 0.0 0.0 0.0
C 1.0342 1.1062 -6.8294 0.0 0.0 0.0
C -3.4713 2.6835 4.0092 0.0 0.0 0.0
C 0.5681 -3.0285 -1.1599 0.0 0.0 -0.1
C -0.6202 1.0430 -5.1002 0.0 0.0 0.0
C 3.4852 -2.2753 1.1206 0.0 0.0 0.0
C 1.6312 0.2298 -4.6857 0.0 0.0 0.0
C 5.7415 -1.6682 1.9675 0.0 -0.1 0.0
C 5.4127 -3.8650 1.0814 0.0 0.1 0.0
C 2.8374 -2.7351 -0.0306 -0.1 0.0 0.0
C 7.0616 -2.0237 2.2031 0.0 0.1 0.0
C -1.6646 -3.4431 -1.5521 0.1 0.0 0.0
C 0.8915 -3.9775 -2.1201 0.0 0.1 0.1
C 0.5364 -0.6774 4.0985 0.0 0.0 -0.1
C -1.6968 -0.7748 4.4606 -0.1 0.0 -0.1
C -1.9195 -1.0101 3.1123 -0.1 0.0 0.1
C -1.5353 2.8762 2.6170 0.1 0.0 0.0
C 6.7441 -4.1193 1.3745 0.0 -0.1 0.0
C -4.6962 1.1226 -1.6255 0.0 0.0 0.0
C -1.1880 4.0674 3.2451 0.0 0.0 0.0
C 0.3265 0.4689 -4.2389 0.0 0.0 0.0
C -0.3732 -0.1931 -1.7798 -0.1 -0.1 0.3
C 1.4176 -1.2630 1.7878 0.0 -0.1 -0.1
C -3.9334 0.0211 -1.3022 -0.1 0.0 0.0
C 1.5257 -2.3633 -0.2555 0.0 0.0 0.1
C -2.4542 1.3761 -0.1187 0.0 0.0 0.0
H 1.5303 -0.5219 4.4981 0.0 0.0 0.0
H 3.3515 -3.3973 -0.7120 0.0 0.0 0.0
H -4.8812 3.2546 -1.4366 0.0 0.0 0.0
H -4.3727 2.1541 4.2924 0.0 0.0 0.0
H -2.5250 -0.7255 5.1555 0.0 0.0 0.0
H 2.3608 -0.1926 -4.0092 0.0 0.0 0.0
H -4.1882 -0.9750 -1.6372 0.0 0.0 0.0
H -0.9817 1.8032 -7.0678 0.0 0.0 0.0
H -3.4599 5.0880 6.4057 0.0 0.0 0.0
H -1.6206 1.2394 -4.7409 0.0 0.0 0.0
H -2.6987 -3.2061 -1.3448 0.0 0.0 0.0
H -2.9193 -1.1378 2.7173 0.0 0.0 0.0
H -4.8489 4.9578 5.3318 0.0 0.0 0.0
H 7.1746 -5.0912 1.1642 0.0 0.0 0.0
H -2.9702 1.2774 2.4793 0.0 0.0 0.0
H 3.1400 -1.4059 3.0592 0.0 0.0 0.0
H 5.3976 -0.6697 2.2037 0.0 0.0 0.0
H -2.7923 3.5022 -0.0884 0.0 0.0 0.0
H 2.9882 0.3764 -6.3383 0.0 0.0 0.0
H -0.3078 4.6138 2.9335 0.0 0.0 0.0
H 7.7511 -1.3106 2.6389 0.0 0.0 0.0
H 1.9235 -4.1906 -2.3695 0.0 0.0 0.0
H -1.7125 5.4684 4.7640 0.0 0.0 0.0
H -2.0610 -4.9990 -2.9859 0.0 0.0 0.0
H -5.5854 1.0036 -2.2265 0.0 0.0 0.0
H -4.4203 3.6039 6.3707 0.0 0.0 0.0
H 4.7964 -4.6458 0.6559 0.0 0.0 0.0
```
Forces are in eV/Å.

Summary:
DFT total energy, eV: -77999.24750
Kohn-Sham gap (alpha / beta), eV: 5.457 / 5.912
HOMO (alpha / beta), eV: -13.861 / -13.963
Net charge: +2
Multiplicity: 2



6.
Formula: C8H12Cl2HfO
Source: the OMol25 dataset
Level of theory: wB97M-V/def2-TZVPD

Geometry as XYZ:
```
24
Properties=species:S:1:pos:R:3:forces:R:3
Hf -2.0134 0.6316 0.2224 -0.7 3.1 -0.2
Cl -1.0850 1.0435 -1.8499 0.4 -0.1 -1.4
Cl -0.6653 1.3008 1.9755 0.5 0.1 1.1
O 2.5567 1.1704 -0.4978 -1.8 -0.3 0.4
C 1.4764 0.9138 -0.2312 2.3 0.2 -0.5
C -2.5541 -3.2011 -1.2580 -0.2 0.2 0.1
C -1.8578 -1.6364 0.6186 -1.5 -1.5 0.2
C -3.2136 2.3125 0.2161 -0.3 -1.5 0.4
C -0.6365 -2.1761 0.6673 0.4 -0.5 0.7
C -0.1641 -3.2424 -0.2723 0.4 0.1 -1.0
C -1.0760 -3.5045 -1.4973 0.2 0.1 0.0
C -2.7826 -1.8043 -0.5961 0.0 -1.0 -0.4
H -3.8089 2.6777 -0.6292 0.2 0.0 0.1
H -2.4139 -1.3685 1.5539 0.8 0.5 -0.3
H 0.8452 -3.0031 -0.6419 -0.2 0.0 0.1
H -3.1031 -3.2642 -2.2079 0.1 0.1 0.3
H 0.0287 -1.9048 1.5003 -0.4 -0.4 -0.1
H -3.8413 -1.7208 -0.3183 0.3 0.1 0.0
H -2.9892 -3.9659 -0.5976 0.1 0.3 -0.1
H -0.0235 -4.1985 0.2612 -0.2 0.5 0.3
H -0.6978 -2.9246 -2.3494 -0.2 0.0 0.2
H -3.3400 2.9502 1.1001 0.0 -0.1 -0.2
H -0.9773 -4.5577 -1.7923 0.0 0.2 0.1
H -2.5790 -1.0378 -1.3863 -0.1 -0.4 0.2
```
Forces are in eV/Å.

Summary:
DFT total energy, eV: -36888.63370
Kohn-Sham gap (alpha / beta), eV: 6.220 / 6.221
HOMO (alpha / beta), eV: -6.670 / -6.672